Record 1
DFT (wB97M-V/def2-TZVPD) results for a cluster of 14 separate species, C41H119N9O14 in total at a distorted geometry.

Calculated values
**Energy relative to the best compared isomer or geometry (same formula, charge and spin)**: 102.8 kcal per mole
**2S+1**: 1
**HOMO energy**: -8.749 eV
**DFT total energy**: -3179.30584 Ha

```
183
C41H119N9O14 | OMol25 | wB97M-V/def2-TZVPD
H -4.8348 7.9730 -0.6874
H -2.1244 -0.3539 1.2418
H -3.6341 0.0786 0.6563
H 3.8067 -1.7204 0.0719
O 0.6113 -1.9761 -4.1309
H -4.0893 0.3113 -2.7298
H 2.0891 2.2611 -6.2723
H 0.4776 2.9970 -4.9840
H 1.9102 -2.8807 4.1887
C -3.3306 3.2122 -3.1203
C -4.3123 6.7338 -2.4503
C 2.9354 -3.2084 4.3610
C -0.0367 -3.2156 -6.5548
C 0.0240 -1.6912 -6.3411
H -1.5761 7.3181 -0.8642
H 0.2657 -5.4416 -0.8943
C 0.2222 2.7648 -6.0179
H 4.3648 -5.0445 -1.3280
N -3.1237 -0.4638 1.3385
H 1.9286 -6.1214 1.1230
H 1.1140 1.2546 5.1586
H 2.3841 5.0213 2.5071
H 3.6117 3.3077 3.7495
H -2.1255 -2.6670 -4.2552
C -0.4250 -4.4047 3.7392
C 1.6735 -8.5484 5.6903
O -3.4407 -2.9759 -2.7561
O -4.4943 2.0381 1.0700
H -0.4965 5.6886 -2.8143
C 2.5014 3.9539 2.3203
H -0.2632 3.8713 4.6514
O 3.8602 -2.1486 4.0807
H -0.8051 -0.8038 -1.0334
H 0.7472 -0.1253 -7.3371
C -4.1672 3.2545 0.3404
H 0.8494 4.6572 -2.2149
C 4.1490 1.4013 -2.2420
N 2.0029 0.8720 5.4478
H 2.9509 -2.7915 1.1976
H -5.3734 4.8723 -2.8004
H 0.1756 3.7711 -6.4341
H 0.7609 -9.0108 6.0665
C 3.9295 -2.5220 0.8002
C -5.3637 -1.3828 -2.0131
H -1.2468 1.6025 -0.7803
O 5.5272 -6.0345 0.5127
H -0.8103 -3.5332 -7.2539
C 1.5892 -2.2910 -3.1942
H 1.1680 -2.5734 -2.2294
H -0.2035 2.5608 -2.6308
H 3.0414 1.1231 2.9840
H -3.1039 3.4499 -4.1597
C -0.8294 2.9556 4.4816
H -0.1834 -3.6786 -5.5790
H -6.1893 -1.7017 -0.1869
H -3.3899 -1.5347 -4.3135
C 1.0768 -1.3386 -5.3089
H 0.7943 5.5909 -0.0507
H -2.5352 2.0182 1.7248
N 4.0188 -4.1570 -0.9922
C -0.2243 1.2472 -0.9080
H 2.2066 -9.4559 5.4068
H -0.9487 -2.3406 1.0591
H -4.4401 0.3068 -1.0839
H 0.8048 -2.1002 1.1631
H -4.5981 -0.0701 2.8005
H 1.6085 1.8581 -0.2748
H -0.5562 3.9352 -0.0996
H 1.4009 8.0604 1.0679
H 1.3752 -0.8926 4.4693
H -0.5039 -3.7374 2.8810
H -1.9081 3.1121 4.4810
C 1.2803 -5.3433 0.7201
H 2.1494 -3.1809 -3.4814
H 0.8749 -5.7989 5.6671
N 2.7523 -7.0865 4.1335
H 2.6552 -0.4334 2.3245
C 1.4436 -7.5947 4.4886
H 4.4464 -2.0661 1.6446
C 6.1981 -6.8166 1.5054
H 1.2973 -0.2744 -5.2256
H 5.2232 1.4921 -2.0806
H 3.8695 -0.4718 -1.7488
H 0.2904 -5.3274 1.1762
H 1.2023 1.4002 -2.6255
O 1.1684 -5.2347 -0.6414
H 5.5279 -7.1158 2.3113
O 1.2466 2.0361 -6.6738
C -4.9083 0.0922 -2.0446
H -3.5639 -1.9368 -0.9490
H 0.8976 -0.5349 -0.6899
H -4.9220 3.3446 -0.4408
H 5.7006 -3.3679 -0.1844
O 3.5711 0.3971 -1.4702
H 3.9990 -5.2758 1.6028
C 0.3428 5.6178 -2.1224
H 5.5113 -4.4663 1.9541
C -3.6153 0.2537 2.4581
H -4.5449 6.2803 -0.4626
H 3.6578 2.3651 -2.1075
H 3.7265 -1.2197 5.9003
N -1.0358 4.8086 -0.2647
H -4.4684 7.6812 -4.3287
H -4.2558 5.3834 -4.1401
H -0.7575 2.2870 -6.0199
H 0.4619 1.8871 0.8325
H -1.6516 0.2698 3.3778
H -6.0463 6.7324 -1.1671
H 3.0642 -3.5097 5.4006
H -5.7134 0.8117 -2.1937
H 2.0443 9.1060 -0.1477
C 4.9102 -4.8872 1.1481
C 3.6025 -0.9659 4.8475
H 1.7485 -4.3925 0.9750
O 3.6764 3.4447 2.8016
H -7.0058 -2.3434 -1.2283
H -2.2504 -1.3082 -3.0709
H -5.7566 -1.6327 -2.9986
O -0.5612 2.0185 5.5189
H -0.8751 7.3407 0.6934
H -0.4105 -3.8499 4.6774
C -2.7849 -2.0961 -3.6015
C -2.6684 -0.0332 3.6275
O -0.4239 -0.3665 0.9135
C -0.1655 -1.6613 1.3956
C -0.1114 -0.2025 -0.4458
C 1.5631 8.1382 -0.0072
C -4.4137 5.3172 -3.0636
N -4.8425 7.6865 -3.3906
H -4.6476 -3.2355 -1.1284
H 1.0212 -8.1389 3.6438
H -0.4697 -6.7112 5.1441
H -1.6828 4.6495 -1.0237
H 1.7622 0.4402 6.3285
H -3.6559 2.4447 2.9612
H -4.2044 4.1319 0.9861
C 0.1673 1.5795 -2.3346
H 1.0627 6.3698 -2.4452
H 2.2555 -8.0597 6.4717
H 4.3770 -0.2479 4.5779
H 2.2216 -1.4276 -2.9877
H -1.3716 -4.9395 3.6602
C 4.7211 -3.6970 0.1623
H 1.6559 3.3219 2.5918
H 2.5465 4.0848 1.2391
C -4.9895 6.9988 -1.1513
H -0.9354 -1.2770 -6.0312
H 2.2467 7.3310 -0.2701
O 0.3058 8.2035 -0.7497
H 1.1289 -1.4034 -7.9960
H 0.9174 -3.5340 -6.9749
H 1.3515 0.6549 2.7442
H 3.0655 -6.5191 4.9082
C 2.3314 0.2999 3.0631
H -0.9317 2.3476 6.3411
N 0.3087 -1.0076 -7.5594
H 3.2300 -3.9999 3.6719
H 6.5227 -7.7518 1.0490
H 2.5346 -6.3684 3.4575
H -3.1969 3.1810 -0.1507
H -2.5718 2.5444 -2.7124
N -6.5419 -1.4553 -1.1007
C 0.5031 -6.3542 4.8061
H -4.2768 2.6755 -3.0523
H -3.0132 0.5479 4.4828
O 0.4933 -5.3941 3.6826
C 2.2477 -0.2398 4.4982
C -3.5448 1.8122 2.0804
H -0.6542 2.5635 3.4798
H -3.2823 6.9984 -2.2113
C -4.2318 -2.3923 -1.6801
H -0.2000 -1.5986 2.4832
N 0.6406 2.1110 -0.1360
H -0.4126 0.9345 -2.9947
H 4.0653 1.1470 -3.2986
H 2.0050 -1.7843 -5.6666
H 7.0458 -6.3116 1.9685
C -0.6170 7.2108 -0.3576
H -2.6221 -1.0769 3.9384
C -0.0985 5.7913 -0.6431
O -3.4282 4.4385 -2.4529
H 3.0820 -4.4495 -0.7533
H -4.8570 8.6670 -3.1488
```

Mulliken atomic charge list, values in e, 5 entries:
1. H 0.422
2. H 0.034
3. H -0.334
4. H -0.645
5. O 0.120


Record 2
DFT (wB97M-V/def2-TZVPD) results for a structure of composition C41H24BF15GeN8RhS3.

Calculated values
**Energy relative to the best compared isomer or geometry (same formula, charge and spin)**: 34.4 kcal per mole
**2S+1**: 1
**HOMO energy**: -4.932 eV
**Charge**: -1
**DFT total energy**: -6919.94534 Ha

```
94
C41H24BF15GeN8RhS3 | OMol25 | wB97M-V/def2-TZVPD
N -1.7529 -1.5278 -8.6468
C 5.7562 -4.0077 1.7715
H -1.2789 2.6860 -4.7064
S -0.7787 -1.7029 -2.5586
F 0.7660 -2.3857 3.0750
C -2.9152 2.0374 1.7309
C -0.6086 -0.7526 -6.4646
C -1.6622 -2.8818 0.3608
N -1.7541 -1.5699 0.1043
H -4.7051 1.2391 2.6076
H -6.0640 1.1149 -1.3858
C 4.9559 -3.8112 2.8821
F 3.3797 -2.5710 4.0407
C -0.7422 2.2262 1.3665
H -6.1799 0.9471 -3.1440
C -5.2854 -2.2601 0.6809
C -2.9410 -3.3825 0.6386
F 4.8819 3.8902 -0.6622
F 3.0977 1.9012 -0.6022
C -1.8004 2.7503 2.1278
C 0.5088 0.1374 -4.0586
C 0.8828 0.7222 -5.2613
H -3.1937 -4.4001 0.8880
H -5.6525 -3.2372 0.9907
C 5.7154 3.2569 1.4402
C -4.3270 2.1759 2.1961
C 3.9095 2.0404 0.4443
S 1.2074 0.6271 -2.5371
F -0.7043 -0.0472 6.8375
C -3.5606 1.6958 -3.3948
H -1.7620 3.5504 2.8488
F 6.5994 -5.0380 1.7287
Ge 2.6172 -0.3919 1.6814
H -4.0215 2.1861 -4.2368
C 5.6713 2.4050 2.5311
F 2.4140 1.9466 3.9965
N -3.2550 0.5837 -1.5287
C -0.4005 -0.9344 -4.0675
C 0.0211 -1.2279 4.9334
N -3.0600 -1.2521 0.1752
H -5.7769 -0.4510 -2.1425
C 3.9813 -1.8285 1.8719
H 0.2594 -3.4922 1.1013
C -0.9636 -1.3595 -5.2627
C 0.6707 2.6783 1.2636
H -5.7839 -1.9892 -0.2509
F 4.7911 -1.2045 -0.2502
N -1.1888 1.2537 0.5960
C 0.8651 0.9552 5.3995
B -3.4444 0.1929 -0.0470
C -1.2200 2.7015 -3.6186
H 1.1863 2.6342 2.2159
C 0.0461 -0.1040 5.7390
C -4.1885 0.9572 -2.4161
S 1.4333 -1.1556 0.0555
H -4.5873 0.3580 0.2661
C 4.8332 3.0740 0.3923
F 4.7243 0.5759 3.6156
C 5.6924 -3.1167 0.7156
C 0.3337 0.2877 -6.4658
C 3.8212 1.1841 1.5248
F 6.5269 2.5710 3.5436
C 4.0930 -2.7299 2.9158
H -1.6927 -2.1591 -5.2658
F 5.0360 -4.6553 3.9154
H -0.7295 -4.7701 0.3765
F -0.7536 -2.2633 5.2630
Rh -0.4447 -0.0966 -1.0127
H -1.4735 3.7121 -3.2869
H -4.3785 2.9380 2.9722
C -5.6331 0.6238 -2.2599
C -0.4321 -3.7234 0.2998
F 6.6080 4.2446 1.3996
F 0.9032 2.0427 6.1752
C 0.7268 0.9222 -7.6886
N -2.0255 1.0211 -1.9197
C 4.7338 1.3922 2.5462
C -2.2136 1.7627 -3.0202
F 6.4797 -3.2909 -0.3479
H -5.5755 -1.5275 1.4351
H 1.5964 1.5365 -5.2622
C -3.8039 -2.3167 0.5119
H -0.2060 2.4873 -3.3032
C 0.8085 -1.2643 3.7984
N -2.5315 1.1424 0.7975
N 1.0498 1.4288 -8.6698
H 0.7142 3.7133 0.9178
H 0.0972 -3.5822 -0.6414
C -1.2332 -1.1829 -7.6802
C 4.8133 -2.0515 0.7855
C 1.6400 0.8771 4.2553
C 1.6387 -0.2214 3.4133
H -4.9886 2.4696 1.3800
H 1.1869 2.0604 0.5302
```

Mulliken atomic charge list, values in e, 5 entries:
1. N -0.578
2. C 0.732
3. H 0.339
4. S -0.352
5. F -0.448


What gap between HOMO and LUMO values result from the calculations? In sequence: 9.11 6.84 eV.